This record from the OMol25 dataset describes the ion C23H50N4O2P3 with charge +1 at a distorted geometry. The level of theory is wB97M-V/def2-TZVPD.

Structure (ORCA input):
```
! wB97M-V def2-TZVPD RIJCOSX def2/J DEFGRID3
* xyz 1 1
C -4.217 -0.128 -1.779
C -2.942 -0.345 -2.071
C -1.350 -0.452 -2.451
P -1.336 -0.958 -4.286
N -2.647 0.038 -5.024
O 0.076 -0.491 -5.133
N -0.754 0.868 -2.087
C -0.877 2.004 -3.052
C -2.309 2.765 -3.070
C -2.708 3.479 -1.675
C 0.720 0.817 -1.673
C 0.783 -0.296 -0.500
C 1.992 -0.111 0.564
C 2.383 -1.504 1.327
C 3.154 -1.243 2.726
C 2.152 -1.149 4.015
C 1.982 0.450 4.365
C 1.904 0.733 5.966
C 0.614 1.699 6.229
C 0.693 3.100 5.420
C -0.351 3.152 4.163
C -0.807 4.658 3.784
N 0.601 -1.627 -1.098
C 1.538 -2.066 -2.149
C 3.061 -1.550 -2.119
N 3.633 -1.809 -3.509
C -0.852 -1.742 -1.541
P -2.019 -2.081 -0.033
O -1.334 -3.010 1.032
P -1.144 -3.337 -2.621
C -0.571 -4.806 -1.503
C -2.987 -3.675 -2.893
H -5.297 0.279 -1.908
H -2.288 0.435 -5.921
H -3.409 -0.599 -5.310
H -0.157 -0.038 -5.980
H -1.247 1.191 -1.215
H -0.124 2.823 -2.691
H -0.591 1.800 -4.140
H -3.187 2.097 -3.428
H -2.212 3.603 -3.876
H -1.919 3.300 -0.839
H -3.732 3.020 -1.352
H -2.856 4.620 -1.753
H 1.057 1.816 -1.168
H 1.433 0.654 -2.554
H -0.142 -0.024 0.170
H 2.957 0.333 0.084
H 1.717 0.633 1.419
H 3.096 -2.131 0.664
H 1.411 -2.129 1.473
H 3.829 -0.320 2.600
H 3.863 -2.146 2.924
H 2.612 -1.714 4.904
H 1.136 -1.568 3.671
H 1.021 0.783 3.821
H 2.864 1.063 3.949
H 2.855 1.342 6.265
H 1.799 -0.237 6.595
H -0.322 1.114 5.862
H 0.515 1.900 7.364
H 1.745 3.251 4.958
H 0.447 3.965 6.146
H 0.144 2.683 3.229
H -1.291 2.534 4.442
H -1.962 4.696 3.684
H -0.357 4.914 2.738
H -0.431 5.464 4.533
H 1.192 -1.880 -3.253
H 1.624 -3.231 -2.076
H 3.754 -2.147 -1.398
H 3.189 -0.424 -1.926
H 3.498 -0.919 -4.035
H 4.644 -2.041 -3.435
H -3.318 -2.532 -0.405
H -2.145 -0.789 0.625
H -0.027 -5.570 -2.186
H -1.470 -5.374 -1.047
H 0.075 -4.447 -0.618
H -3.596 -2.784 -3.301
H -3.060 -4.511 -3.706
H -3.419 -4.136 -1.927
*
```

The value obtained for the molar mass is 507.60 g mol⁻¹. The HOMO-LUMO gap is 7.168 eV. Its SMILES is C#C[C@@]1(P(N)O)[N@H+](CCC)C[C@H](CCCCCCCCCC)N(CCN)[C@]1([PH2]=O)P(C)C. Its LUMO energy is -3.04 eV. As for the total energy: -62567.118 eV. Its HOMO energy is -10.21 eV.

Mulliken atomic charge list, values in e, 8 entries: atom 1 (C): -0.780, atom 2 (C): -1.033, atom 3 (C): 0.062, atom 4 (P): 0.035, atom 5 (N): -0.537, atom 6 (O): -0.511, atom 7 (N): 1.093, atom 8 (C): -0.547